Record 1
C4H7NO | ωB97M-V/def2-TZVPD

Geometry as ORCA input:
```
! RIJCOSX wB97M-V def2-TZVPD def2/J DEFGRID3
* xyz 0 1
C 1.13756 -0.71662 -0.73884
C -1.28589 -0.60570 0.08114
H -1.91549 -0.22308 0.88259
C 0.47577 1.05284 0.99898
N -1.06816 0.35160 -0.97747
H 0.13463 0.71621 1.98442
H -0.87377 -0.16917 -1.83757
H 0.05967 2.04443 0.80408
H 1.56810 1.13928 1.04431
H 2.13811 -0.66360 -0.26375
C 0.04639 0.05413 -0.06278
O 0.97623 -1.31436 -1.78018
H -1.39314 -1.66596 -0.13493
*
```

The total energy comes out at -286.55984 Ha. The SMILES is C[C@@]1(C=O)CN1. The calculation puts the LUMO energy at 0.84 eV.

Record 2
C4H7NO | ωB97M-V/def2-TZVPD

Geometry as ORCA input:
```
! RIJCOSX wB97M-V def2-TZVPD def2/J DEFGRID3
* xyz 0 1
C 1.55365 -0.53775 -0.08350
C 0.11104 -0.10066 -0.04845
N -0.39324 0.69221 -1.16916
O -2.11891 -0.83546 0.26500
C -0.26256 1.34179 0.11454
H 2.18497 0.27067 -0.46254
H -1.16359 1.57579 0.67889
H -1.84461 -1.66294 1.03660
C -0.86096 -1.01521 0.59536
H -1.37286 0.44312 -1.32155
H 1.68166 -1.40469 -0.73951
H 1.89098 -0.81332 0.92080
H 0.54773 2.06316 0.20035
*
```

The total energy comes out at -286.43682 Ha. The calculation puts the LUMO energy at 0.63 eV.

Record 3
C4H7NO | ωB97M-V/def2-TZVPD

Geometry as ORCA input:
```
! RIJCOSX wB97M-V def2-TZVPD def2/J DEFGRID3
* xyz 0 1
H 0.88999 1.76808 0.32084
H 1.33545 0.90965 1.90265
C -1.17695 0.05273 -0.39121
H -1.03637 0.92085 -1.04291
N -0.46584 -1.16129 -0.82513
C 0.77490 -0.88548 -1.29300
C -0.45121 0.18993 0.93771
O 1.29538 0.23975 -1.34258
H -2.24372 -0.16123 -0.28040
H 1.35979 -1.78540 -1.55151
C 0.65953 1.00494 1.05300
H 0.04377 -0.96196 0.67643
H -0.98473 -0.13058 1.83612
*
```

The total energy comes out at -286.46493 Ha. The calculation puts the LUMO energy (alpha / beta) at -0.71 / -0.71 eV.